{"formula": "C23H59INO10P", "method": "the ωB97M-V functional and the def2-TZVPD basis", "smiles": "CCOCCOCN(C(=O)OP(C)C)[C@@H](I)CC.CCO.CCO.CCO.CCO.CCO.CCO", "e_lumo_ev": 0.55, "homo_lumo_gap_ev": 8.89, "homo_ha": -0.3066, "symbols": ["C", "C", "O", "C", "C", "O", "C", "N", "C", "O", "O", "P", "C", "C", "C", "I", "C", "C", "H", "H", "H", "H", "H", "H", "H", "H", "H", "H", "H", "H", "H", "H", "H", "H", "H", "H", "H", "H", "H", "H", "H", "C", "C", "O", "H", "H", "H", "H", "H", "H", "C", "C", "O", "H", "H", "H", "H", "H", "H", "C", "C", "O", "H", "H", "H", "H", "H", "H", "C", "C", "O", "H", "H", "H", "H", "H", "H", "C", "C", "O", "H", "H", "H", "H", "H", "H", "C", "C", "O", "H", "H", "H", "H", "H", "H"], "coordinates": [[3.20567, -0.65813, 5.22400], [2.31583, 0.53170, 4.82428], [1.92356, 0.48341, 3.47115], [0.67324, -0.09849, 3.23986], [-0.03709, 0.55230, 2.04835], [0.88603, 1.14489, 1.16931], [0.60832, 0.83915, -0.17533], [1.46655, 1.63350, -1.00696], [1.74884, 1.03085, -2.25003], [1.05687, 0.15847, -2.77347], [2.88367, 1.53871, -2.80553], [4.22168, 0.49280, -2.92111], [5.58301, 1.31750, -2.01883], [3.82949, -1.00540, -1.94726], [1.19427, 3.04132, -1.08363], [-0.80695, 3.51090, -1.81805], [1.51570, 3.82244, 0.18692], [2.96552, 3.51383, 0.58862], [3.41120, -1.24619, 4.33654], [4.14359, -0.31189, 5.63948], [2.68186, -1.27051, 5.94957], [2.87928, 1.45276, 4.94629], [1.46744, 0.60506, 5.50380], [0.77785, -1.16854, 3.03296], [0.01526, -0.03076, 4.10601], [-0.73524, 1.30477, 2.41985], [-0.62659, -0.22139, 1.55767], [-0.45845, 0.96954, -0.38327], [0.83684, -0.21082, -0.35600], [6.48820, 0.91320, -2.45505], [5.56780, 2.38147, -2.23423], [5.58462, 1.21524, -0.93608], [3.32002, -0.85411, -0.99613], [4.77985, -1.49253, -1.75354], [3.22796, -1.63714, -2.58663], [1.85113, 3.44398, -1.84353], [0.82339, 3.57537, 0.97943], [1.43961, 4.86458, -0.10472], [2.99671, 2.68885, 1.28903], [3.49980, 3.17366, -0.29595], [3.49070, 4.38998, 0.94351], [-5.07728, 2.17853, -0.26408], [-4.68581, 1.38969, 0.97042], [-3.47709, 0.66288, 0.75592], [-5.20528, 1.51437, -1.11862], [-6.00615, 2.72877, -0.10460], [-4.28955, 2.88989, -0.52102], [-5.45229, 0.65945, 1.22510], [-4.55568, 2.05978, 1.82725], [-2.79694, 1.30882, 0.54319], [1.99875, -5.16733, 4.35502], [2.51728, -4.46081, 3.11543], [3.74710, -3.79815, 3.38124], [1.85830, -4.45362, 5.16773], [1.04793, -5.66525, 4.15732], [2.71618, -5.91684, 4.69672], [1.80721, -3.70229, 2.78545], [2.66144, -5.17413, 2.29951], [4.37746, -4.46888, 3.65688], [-7.58498, 0.96789, -3.26622], [-8.75442, 0.59875, -2.37112], [-9.97086, 1.13319, -2.87151], [-7.49497, 2.05164, -3.34572], [-6.64854, 0.56542, -2.87564], [-7.73575, 0.57912, -4.27575], [-8.60754, 1.00065, -1.36905], [-8.84560, -0.49092, -2.28900], [-10.09953, 0.75956, -3.75065], [-12.14576, -2.76330, -4.29638], [-11.44415, -1.99083, -5.39745], [-10.22400, -1.40952, -4.93738], [-12.35506, -2.10955, -3.44951], [-13.08494, -3.18807, -4.65285], [-11.51482, -3.57846, -3.93422], [-12.06683, -1.16817, -5.74393], [-11.23479, -2.64534, -6.24952], [-9.65433, -2.12212, -4.63695], [6.29322, 6.84332, 0.73478], [6.91433, 5.55478, 0.22788], [5.92240, 4.61770, -0.18643], [5.62113, 6.63775, 1.56838], [7.05937, 7.54489, 1.06731], [5.70481, 7.32341, -0.05082], [7.48519, 5.06911, 1.01728], [7.59337, 5.76082, -0.60648], [5.41394, 5.02319, -0.89391], [5.84058, -6.81008, -0.46557], [4.63281, -6.31792, 0.30982], [4.99062, -5.84618, 1.60685], [6.34125, -7.60985, 0.08026], [5.55048, -7.18416, -1.44823], [6.56461, -6.00382, -0.60415], [3.92073, -7.12761, 0.46170], [4.12778, -5.51632, -0.24028], [5.60760, -5.11816, 1.49429]], "atomic_forces_ev_per_a": [[-0.578, 0.331, -0.186], [0.800, -0.060, 0.290], [-0.409, 0.468, 0.147], [-0.065, -0.581, -0.450], [-0.043, 0.044, 0.568], [0.134, 0.086, -0.278], [-0.127, -0.640, 0.464], [-0.661, -0.234, -0.549], [-1.081, -1.082, -0.860], [1.679, 1.608, 1.247], [-0.438, -0.395, 0.725], [0.755, -0.320, -1.774], [-0.759, 0.191, 0.613], [-0.290, 0.565, 0.276], [0.893, 0.176, 0.345], [-0.126, -0.001, 0.025], [0.324, -0.251, -0.326], [-0.352, -0.173, -0.458], [0.111, -0.209, -0.055], [0.180, -0.052, 0.161], [0.147, -0.304, 0.130], [0.064, 0.190, -0.107], [-0.327, 0.015, -0.119], [0.224, -0.143, -0.002], [-0.043, 0.146, 0.214], [-0.053, 0.235, -0.105], [-0.133, -0.046, -0.145], [-0.089, 0.273, -0.185], [0.032, -0.115, -0.189], [0.218, -0.162, 0.007], [-0.022, 0.157, -0.165], [0.034, -0.100, 0.129], [0.016, 0.066, 0.134], [0.217, -0.069, -0.021], [-0.150, -0.210, -0.020], [-0.112, -0.011, -0.330], [-0.179, 0.194, 0.157], [-0.286, 0.245, 0.208], [0.090, -0.003, 0.290], [0.251, 0.001, -0.095], [0.025, 0.078, 0.355], [-0.009, -0.031, -0.020], [0.206, 0.156, -0.108], [-0.106, -0.103, 0.111], [-0.036, -0.036, 0.024], [0.017, 0.022, -0.003], [-0.029, 0.084, 0.023], [0.055, -0.073, 0.013], [-0.130, -0.002, 0.023], [0.093, 0.025, -0.087], [-0.032, 0.051, 0.017], [0.120, -0.208, 0.148], [-0.152, 0.320, 0.006], [-0.037, 0.021, -0.016], [0.011, -0.020, 0.004], [-0.026, -0.055, -0.052], [0.089, 0.099, -0.003], [-0.085, 0.004, -0.023], [0.048, -0.110, -0.081], [0.042, 0.007, 0.025], [-0.013, -0.079, -0.354], [-0.002, 0.128, 0.142], [0.013, 0.012, 0.063], [0.008, -0.012, -0.038], [0.012, -0.076, 0.022], [-0.117, 0.041, 0.017], [0.101, -0.006, 0.084], [-0.078, -0.140, 0.002], [0.033, 0.074, 0.064], [0.101, -0.201, 0.135], [-0.090, 0.226, -0.051], [-0.033, 0.026, -0.020], [0.009, -0.018, -0.007], [-0.027, -0.048, -0.052], [0.058, 0.055, -0.022], [-0.083, 0.039, -0.051], [0.077, -0.032, 0.041], [-0.063, -0.059, 0.028], [-0.145, 0.117, -0.183], [0.176, -0.046, 0.115], [0.034, -0.008, 0.034], [-0.001, 0.010, -0.018], [0.057, 0.038, -0.024], [-0.012, -0.075, -0.014], [0.084, 0.017, 0.074], [-0.070, 0.023, -0.046], [0.026, -0.028, 0.081], [0.180, 0.175, -0.038], [0.012, -0.269, 0.003], [-0.030, -0.035, -0.008], [0.002, 0.021, -0.008], [-0.031, 0.022, -0.063], [-0.030, 0.018, 0.066], [-0.069, -0.075, -0.044], [-0.004, 0.108, 0.004]]}

{"formula": "C23H60N10O4P3", "method": "the ωB97M-V functional and the def2-TZVPD basis", "total_charge": 1, "e_lumo_ev": -3.65, "homo_lumo_gap_ev": 6.32, "de_lowest_kcal_mol": 0.00, "homo_ha": -0.3661, "symbols": ["O", "C", "C", "C", "C", "C", "N", "H", "H", "H", "H", "H", "H", "O", "P", "N", "C", "C", "N", "C", "C", "N", "C", "C", "H", "H", "H", "H", "H", "H", "H", "H", "H", "H", "H", "H", "H", "H", "H", "H", "H", "H", "O", "P", "N", "C", "C", "N", "C", "C", "N", "C", "C", "H", "H", "H", "H", "H", "H", "H", "H", "H", "H", "H", "H", "H", "H", "H", "H", "H", "H", "O", "P", "N", "C", "C", "N", "C", "C", "N", "C", "C", "H", "H", "H", "H", "H", "H", "H", "H", "H", "H", "H", "H", "H", "H", "H", "H", "H", "H"], "coordinates": [[2.52045, 0.66459, -3.09962], [1.23622, 1.00616, -3.32526], [0.20571, 0.10173, -3.24693], [-1.07530, 0.54107, -3.53747], [-1.30566, 1.86748, -3.90404], [-0.26303, 2.74102, -3.93638], [0.97063, 2.28399, -3.64404], [2.97201, 0.77369, -3.95021], [0.39205, -0.92946, -2.99126], [-1.89985, -0.15435, -3.47988], [-2.30553, 2.18666, -4.15245], [-0.37863, 3.77797, -4.20984], [1.74946, 2.94212, -3.66361], [-2.98585, 0.25125, -0.91256], [-4.04566, -0.47240, -0.13387], [-5.36097, 0.59305, -0.23466], [-6.44301, 0.64120, 0.72823], [-5.86841, 0.78613, -1.58689], [-3.34966, -0.38684, 1.44964], [-3.53815, 0.82056, 2.24477], [-1.94299, -0.76569, 1.43721], [-4.94472, -1.92983, 0.21147], [-4.98082, -2.50474, 1.55478], [-4.67803, -3.00082, -0.77056], [-7.15558, -0.18668, 0.61272], [-6.99093, 1.57601, 0.59653], [-6.08314, 0.63989, 1.75153], [-6.48147, -0.06342, -1.92153], [-5.04406, 0.90915, -2.28984], [-6.47611, 1.69042, -1.63932], [-3.36995, 1.74241, 1.67316], [-2.84935, 0.81229, 3.09005], [-4.53430, 0.85718, 2.68207], [-1.29459, 0.04435, 1.08084], [-1.78120, -1.63132, 0.78968], [-1.63191, -1.05133, 2.44392], [-4.01867, -2.89759, 1.89121], [-5.69949, -3.32901, 1.54777], [-5.34070, -1.78459, 2.28409], [-3.67323, -3.42483, -0.65653], [-4.76650, -2.60873, -1.78835], [-5.40714, -3.80413, -0.66827], [-2.41165, -4.24524, 3.36942], [-1.80863, -5.60974, 3.44240], [-1.56862, -5.82287, 5.10471], [-0.58571, -6.71901, 5.67741], [-2.80358, -5.84476, 5.88169], [-0.27974, -5.29623, 2.67109], [0.80941, -4.73793, 3.46258], [-0.44941, -4.53592, 1.44192], [-1.82544, -7.29801, 2.98272], [-0.68598, -7.92689, 2.32818], [-3.06724, -7.67060, 2.27387], [-0.88740, -7.77461, 5.62733], [-0.44352, -6.46129, 6.72839], [0.38663, -6.62074, 5.20533], [-3.32611, -6.80831, 5.79296], [-3.47818, -5.05718, 5.54729], [-2.59136, -5.66302, 6.93574], [0.49098, -3.90653, 4.10427], [1.59638, -4.37530, 2.79921], [1.28003, -5.49797, 4.08376], [-0.60732, -3.46816, 1.63039], [-1.30853, -4.90305, 0.87306], [0.43482, -4.65598, 0.81046], [-0.49823, -7.55227, 1.31798], [-0.89749, -8.99747, 2.26408], [0.22049, -7.81826, 2.91663], [-3.10862, -7.24994, 1.26207], [-3.93798, -7.30694, 2.82590], [-3.15808, -8.75428, 2.20298], [3.55712, 5.49865, -3.31174], [4.98840, 6.00249, -3.12242], [5.58947, 4.48370, -2.56696], [6.59951, 4.29046, -1.54590], [5.77112, 3.50535, -3.63119], [4.51397, 7.06759, -1.81122], [4.17034, 6.48070, -0.52370], [3.48318, 8.01326, -2.22647], [6.63544, 6.73731, -3.01468], [7.03164, 7.63449, -1.93445], [7.07020, 7.32886, -4.29818], [7.61881, 4.49432, -1.90002], [6.56395, 3.25212, -1.20952], [6.41501, 4.90261, -0.66755], [6.70253, 3.67756, -4.18958], [4.93802, 3.53130, -4.33642], [5.81091, 2.49468, -3.21618], [3.50961, 5.60933, -0.60961], [3.67209, 7.22577, 0.09793], [5.06444, 6.18840, 0.02946], [2.48674, 7.56030, -2.25550], [3.69674, 8.40723, -3.22454], [3.46400, 8.86162, -1.53896], [6.51448, 8.59462, -1.94626], [8.10442, 7.81982, -2.05056], [6.89284, 7.17193, -0.96203], [6.52656, 8.24921, -4.53276], [6.89972, 6.61848, -5.11379], [8.13691, 7.55176, -4.27724]], "atomic_forces_ev_per_a": [[-0.361, 0.255, -0.478], [0.082, -0.174, 0.091], [-0.501, -0.069, 0.022], [0.075, -0.015, 0.131], [-0.443, -0.311, 0.068], [-0.170, -0.144, -0.117], [0.447, 0.485, -0.028], [0.524, -0.075, 0.258], [0.180, 0.029, 0.057], [-0.049, 0.026, 0.047], [0.011, 0.142, 0.040], [0.245, 0.079, 0.076], [0.013, 0.007, 0.101], [-0.193, -2.314, -2.347], [-0.803, 2.826, 4.821], [0.215, 0.423, -0.171], [-0.249, -0.483, 0.116], [0.241, -0.037, -0.244], [-0.489, 0.433, 0.188], [-0.094, 0.160, -0.052], [0.050, -0.220, -0.103], [1.356, -0.925, -2.398], [0.203, 0.044, 0.475], [-0.206, 0.197, -0.230], [0.025, -0.014, -0.017], [0.045, 0.014, -0.102], [0.017, -0.131, -0.061], [-0.090, 0.069, 0.014], [0.046, -0.025, 0.060], [-0.037, -0.016, 0.105], [0.016, 0.010, 0.046], [0.105, -0.084, -0.079], [0.047, 0.054, -0.029], [-0.003, -0.025, -0.046], [-0.014, 0.000, 0.010], [-0.071, -0.016, 0.019], [-0.012, 0.001, 0.052], [-0.027, 0.032, -0.260], [0.108, 0.080, -0.046], [-0.042, -0.110, 0.037], [0.019, -0.004, 0.020], [-0.029, 0.030, 0.054], [-2.600, -1.401, -1.043], [5.203, 0.687, 1.575], [0.016, 0.387, 0.162], [-0.019, -0.521, -0.189], [-0.288, 0.221, -0.141], [0.361, -0.236, 0.511], [-0.014, 0.076, 0.184], [-0.176, -0.106, -0.132], [-2.499, 0.756, -1.115], [0.347, 0.038, -0.045], [-0.171, 0.010, 0.326], [-0.018, 0.012, -0.017], [-0.096, 0.052, 0.003], [-0.093, -0.069, -0.084], [0.047, -0.021, 0.105], [0.051, 0.009, -0.064], [0.106, -0.050, -0.009], [0.044, 0.010, -0.015], [-0.100, 0.035, -0.108], [-0.022, 0.075, 0.015], [-0.056, -0.003, -0.015], [-0.005, 0.013, 0.014], [0.038, -0.033, 0.051], [0.019, 0.007, 0.001], [-0.158, 0.035, 0.044], [-0.015, 0.133, -0.024], [-0.001, -0.099, -0.046], [0.020, 0.022, -0.026], [0.064, -0.010, 0.031], [0.436, 0.499, -3.940], [-0.867, -1.193, 7.371], [-0.021, -0.561, -0.251], [0.492, 0.398, -0.091], [-0.223, -0.046, -0.138], [0.140, 0.088, 0.550], [0.026, -0.219, -0.034], [0.114, 0.056, -0.183], [-0.119, 0.866, -3.128], [-0.230, 0.276, 0.244], [0.197, -0.447, -0.120], [-0.005, 0.000, 0.016], [-0.088, -0.031, -0.092], [-0.019, 0.090, -0.081], [0.011, -0.123, -0.008], [-0.007, 0.146, 0.012], [0.069, 0.034, 0.088], [-0.025, 0.009, 0.052], [-0.056, 0.064, -0.106], [-0.007, -0.081, -0.042], [-0.012, 0.017, -0.076], [-0.008, -0.008, -0.003], [0.043, -0.028, 0.045], [0.052, 0.028, 0.015], [0.004, -0.134, -0.198], [-0.129, -0.005, -0.025], [0.100, 0.063, 0.000], [-0.046, 0.010, 0.013], [0.003, 0.001, 0.063]]}